Molecular formula: C31H61IN3O6S
Method: DFT, wB97M-V/def2-TZVPD

As for the multiplicity: 4. Its HOMO-LUMO gap (alpha / beta) is 8.0 / 9.1 eV. For the lowest unoccupied orbital energy (alpha / beta), the calculation gives 0.31 / 0.21 eV. The calculation puts the energy at -2529.1949 Eh. Its expectation value of S² is 3.76.

Geometry (Å):
O 1.232 1.437 -2.427
S 2.164 0.405 -2.111
O 2.957 0.548 -0.930
C 3.249 0.112 -3.484
C 3.915 -1.248 -3.257
C 2.870 -2.344 -3.450
I 3.438 -4.084 -2.333
C 1.464 -1.875 -3.117
O 1.412 -0.992 -1.986
H 3.936 0.953 -3.464
H 2.659 0.119 -4.400
H 4.756 -1.386 -3.932
H 4.281 -1.259 -2.232
H 2.857 -2.699 -4.479
H 1.015 -1.384 -3.985
H 0.825 -2.718 -2.868
C 0.382 2.434 2.135
C -0.056 0.965 1.980
C -0.658 0.729 0.595
C -2.048 1.341 0.422
C -2.995 0.885 1.532
C -2.440 1.138 2.935
N -1.060 0.571 3.021
O -1.068 -0.691 3.247
C -2.467 2.635 3.270
C -3.310 0.441 3.973
C 1.187 0.105 2.165
H -0.276 3.139 1.633
H 0.452 2.712 3.187
H 1.367 2.560 1.689
H -0.726 -0.350 0.419
H 0.018 1.131 -0.161
H -1.986 2.432 0.399
H -2.454 1.042 -0.546
H -3.960 1.390 1.444
H -3.186 -0.187 1.418
H -1.950 2.830 4.210
H -3.502 2.955 3.389
H -2.035 3.273 2.504
H -3.414 -0.622 3.771
H -4.303 0.893 3.960
H -2.889 0.558 4.974
H 1.596 0.230 3.169
H 1.937 0.414 1.439
H 0.978 -0.950 2.010
C -7.543 5.545 8.045
C -6.445 6.239 7.218
C -6.797 6.227 5.729
C -6.658 4.848 5.085
C -5.270 4.262 5.340
C -4.888 4.228 6.819
N -5.110 5.585 7.407
O -4.136 6.384 7.171
C -5.686 3.145 7.561
C -3.415 3.871 6.970
C -6.342 7.674 7.718
H -7.994 4.694 7.540
H -7.155 5.211 9.007
H -8.348 6.252 8.240
H -6.138 6.928 5.208
H -7.816 6.603 5.614
H -7.432 4.170 5.454
H -6.821 4.935 4.009
H -5.210 3.246 4.942
H -4.529 4.857 4.796
H -5.517 3.213 8.636
H -5.341 2.165 7.230
H -6.755 3.177 7.378
H -2.773 4.543 6.408
H -3.262 2.857 6.598
H -3.113 3.904 8.018
H -6.042 7.699 8.767
H -7.320 8.146 7.627
H -5.626 8.256 7.144
C 5.858 -4.674 -9.205
C 6.195 -4.566 -7.706
C 7.468 -5.348 -7.378
C 7.275 -6.863 -7.405
C 6.113 -7.283 -6.506
C 4.809 -6.548 -6.822
N 5.077 -5.074 -6.848
O 5.096 -4.568 -5.670
C 4.209 -7.043 -8.146
C 3.778 -6.823 -5.735
C 6.396 -3.089 -7.393
H 6.096 -5.644 -9.634
H 4.803 -4.465 -9.384
H 6.440 -3.940 -9.759
H 7.813 -5.054 -6.381
H 8.247 -5.049 -8.083
H 7.113 -7.213 -8.428
H 8.190 -7.348 -7.061
H 5.933 -8.357 -6.591
H 6.382 -7.088 -5.464
H 3.360 -6.424 -8.438
H 3.848 -8.062 -8.010
H 4.915 -7.069 -8.970
H 4.150 -6.570 -4.745
H 3.529 -7.884 -5.749
H 2.865 -6.253 -5.912
H 5.480 -2.526 -7.576
H 7.177 -2.697 -8.044
H 6.700 -2.929 -6.362


Molecular formula: C3H8NO2
Method: DFT, wB97M-V/def2-TZVPD

Its net charge is -1. Its HOMO-LUMO gap is 8.2 eV. For the lowest unoccupied orbital energy, the calculation gives 4.34 eV. The calculation puts the energy at -324.3731 Eh.

Geometry (Å):
C 0.823 -2.675 -0.176
N -0.092 -1.718 -0.269
O 0.944 -3.682 -0.876
H 1.564 -2.474 0.615
H 0.047 -0.751 0.361
H -0.759 -1.828 -1.016
C -0.454 1.414 0.879
O 0.281 0.286 1.161
C -0.201 1.913 -0.548
H -0.203 2.223 1.589
H -1.543 1.236 1.006
H -0.810 2.790 -0.807
H -0.451 1.107 -1.241
H 0.853 2.158 -0.678


Molecular formula: C20H26N4O4S
Method: DFT, wB97M-V/def2-TZVPD

Its HOMO-LUMO gap is 9.3 eV. The structure (SMILES) is O=C(CCC(=O)N(CC(=O)NC1CCCCC1)Cc1ccco1)Nc1nccs1. For the lowest unoccupied orbital energy, the calculation gives 0.56 eV. The calculation puts the energy at -1695.9470 Eh.

Geometry (Å):
O 4.191 -3.342 2.092
C 3.242 -2.625 2.293
C 3.208 -1.154 1.997
C 2.587 -0.937 0.613
C 2.562 0.542 0.279
O 2.787 1.405 1.103
N 2.262 0.856 -1.013
C 1.999 -0.115 -2.049
C 0.781 -1.012 -1.788
O 0.790 -2.193 -2.062
N -0.275 -0.370 -1.261
C -1.495 -1.061 -0.891
C -2.612 -0.823 -1.913
C -3.132 0.610 -1.863
C -3.608 0.957 -0.456
C -2.473 0.782 0.548
C -1.937 -0.647 0.513
C 2.310 2.259 -1.410
C 0.965 2.789 -1.775
C -0.025 3.341 -1.014
C -1.084 3.651 -1.902
C -0.662 3.260 -3.135
O 0.572 2.735 -3.070
N 2.083 -3.201 2.794
C 0.924 -2.638 3.236
N 0.572 -1.404 3.159
C -0.635 -1.185 3.738
C -1.243 -2.275 4.262
S -0.261 -3.677 4.040
H 2.621 -0.614 2.738
H 4.231 -0.779 1.995
H 3.157 -1.487 -0.137
H 1.564 -1.318 0.608
H 1.807 0.425 -2.980
H 2.861 -0.771 -2.217
H -0.209 0.615 -1.054
H -1.235 -2.127 -0.900
H -2.235 -1.055 -2.911
H -3.428 -1.513 -1.693
H -2.343 1.302 -2.162
H -3.955 0.722 -2.572
H -3.973 1.986 -0.429
H -4.438 0.301 -0.183
H -2.830 1.008 1.555
H -1.674 1.489 0.318
H -1.095 -0.746 1.200
H -2.721 -1.333 0.842
H 2.700 2.809 -0.550
H 2.989 2.370 -2.261
H 0.012 3.516 0.042
H -2.023 4.102 -1.654
H -1.128 3.301 -4.099
H 2.165 -4.202 2.937
H -1.024 -0.183 3.748
H -2.190 -2.348 4.756


Molecular formula: C17H37BrNO8P2S
Method: DFT, wB97M-V/def2-TZVPD

Its net charge is -1. Its HOMO-LUMO gap is 2.4 eV. For the lowest unoccupied orbital energy, the calculation gives 0.10 eV. The calculation puts the energy at -4981.2863 Eh.

Geometry (Å):
S 0.962 -2.008 5.420
C 0.578 -0.318 5.499
N -0.122 0.843 5.855
C -0.571 1.427 4.541
C -2.154 1.799 4.473
C -3.108 1.235 5.655
C -4.470 0.602 4.920
Br -4.122 -1.137 3.970
H -0.014 2.481 4.468
H -2.590 1.403 3.436
H -2.262 2.987 4.405
H -3.495 2.160 6.285
H -2.664 0.418 6.358
H -4.823 1.411 4.121
H -5.293 0.420 5.738
O 0.096 -2.890 -2.054
P -1.209 -3.152 -1.263
O -0.430 -3.588 0.143
C 0.669 -2.837 0.634
C 0.229 -1.918 1.757
O -1.449 -4.690 -1.845
C -1.016 -5.040 -3.147
C 0.317 -5.764 -3.071
O -2.666 -3.444 -0.378
C -3.076 -2.522 0.615
C -3.222 -1.115 0.077
H 1.162 -2.250 -0.145
H 1.403 -3.552 1.018
H -0.462 -1.157 1.385
H 1.091 -1.410 2.201
H -0.289 -2.479 2.541
H -0.966 -4.164 -3.801
H -1.768 -5.713 -3.576
H 1.069 -5.175 -2.538
H 0.697 -5.987 -4.073
H 0.211 -6.704 -2.521
H -2.391 -2.561 1.462
H -4.048 -2.865 0.987
H -2.274 -0.739 -0.317
H -3.563 -0.437 0.864
H -3.944 -1.090 -0.743
O 3.672 2.902 -3.492
P 2.935 2.388 -2.231
O 1.660 3.451 -2.376
C 1.039 3.681 -3.631
C -0.256 2.899 -3.736
O 3.820 3.284 -1.147
C 5.172 3.607 -1.417
C 5.266 5.019 -1.970
O 2.111 1.815 -0.822
C 0.943 1.029 -0.969
C 1.175 -0.205 -1.814
H 1.685 3.430 -4.475
H 0.821 4.751 -3.692
H -0.059 1.823 -3.736
H -0.785 3.149 -4.662
H -0.913 3.114 -2.888
H 5.631 2.876 -2.091
H 5.721 3.553 -0.469
H 4.632 5.153 -2.850
H 6.297 5.264 -2.243
H 4.921 5.744 -1.225
H 0.131 1.641 -1.363
H 0.637 0.721 0.037
H 1.495 0.059 -2.826
H 0.260 -0.799 -1.885
H 1.963 -0.827 -1.379


Molecular formula: C30H29BCl4N4O
Method: DFT, wB97M-V/def2-TZVPD

Its HOMO-LUMO gap is 4.7 eV. For the lowest unoccupied orbital energy, the calculation gives -2.06 eV. The calculation puts the energy at -3320.5929 Eh.

Geometry (Å):
Cl 1.833 2.169 -4.819
B 1.000 0.560 -4.474
Cl 1.526 -0.789 -5.668
Cl 1.277 -0.007 -2.714
O -0.487 0.807 -4.644
C -1.336 -0.138 -4.526
C -2.753 0.126 -4.571
C -3.615 -0.992 -4.566
C -4.993 -0.825 -4.579
C -5.530 0.474 -4.601
Cl -7.222 0.688 -4.607
C -4.685 1.598 -4.619
C -3.302 1.434 -4.611
H -1.002 -1.182 -4.467
H -3.163 -1.983 -4.555
H -5.661 -1.680 -4.571
H -5.125 2.593 -4.638
H -2.639 2.298 -4.634
C -2.333 -4.768 -1.495
C -1.563 -5.713 -0.803
C -0.834 -5.332 0.325
C -0.866 -4.003 0.767
C -0.079 -3.635 2.008
N -0.175 -2.206 2.347
C -0.916 -1.877 3.540
C -1.363 -0.431 3.543
N -0.346 0.464 3.039
C -0.259 1.788 3.614
C 0.181 2.830 2.607
N 1.217 2.335 1.734
C 2.020 3.354 1.035
C 3.441 3.449 1.552
C 4.317 4.360 0.949
C 5.628 4.486 1.411
C 6.072 3.706 2.487
C 5.198 2.800 3.096
C 3.883 2.678 2.631
C 1.334 1.018 1.404
C 2.239 0.546 0.419
N 2.214 -0.724 0.056
C 1.437 -1.638 0.598
C 0.580 -1.291 1.677
C 0.511 0.070 2.063
C -1.635 -3.062 0.077
C -2.361 -3.439 -1.061
H -2.911 -5.067 -2.371
H -1.533 -6.750 -1.139
H -0.226 -6.049 0.881
H -0.455 -4.196 2.876
H 0.981 -3.915 1.880
H -1.798 -2.530 3.571
H -0.315 -2.087 4.442
H -2.275 -0.347 2.926
H -1.610 -0.110 4.558
H -1.244 2.038 4.014
H 0.461 1.785 4.451
H -0.688 3.175 2.020
H 0.585 3.700 3.141
H 2.020 3.147 -0.050
H 1.506 4.317 1.176
H 3.947 4.959 0.114
H 6.304 5.197 0.934
H 7.095 3.805 2.854
H 5.523 2.185 3.936
H 3.200 1.976 3.114
H 2.919 1.216 -0.107
H 1.469 -2.649 0.189
H -1.671 -2.028 0.423
H -2.949 -2.686 -1.589


Molecular formula: C22H49NO4P
Method: DFT, wB97M-V/def2-TZVPD

As for the multiplicity: 2. Its HOMO-LUMO gap (alpha / beta) is 8.1 / 9.4 eV. For the lowest unoccupied orbital energy (alpha / beta), the calculation gives 0.01 / 0.01 eV. The calculation puts the energy at -1564.7517 Eh. Its expectation value of S² is 0.75.

Geometry (Å):
C 2.828 -1.498 -2.193
C 3.386 -0.148 -1.729
C 4.019 -0.384 -0.357
C 2.275 0.927 -1.626
C 2.207 2.054 -2.692
C 0.757 2.389 -3.075
P -0.321 1.294 -4.006
O -1.721 1.703 -3.959
O 0.339 1.297 -5.481
O -0.035 -0.191 -3.442
C 3.133 1.980 -3.932
C 4.132 0.808 -4.018
C 3.551 -0.321 -4.879
C 5.431 1.272 -4.672
N 4.463 0.339 -2.641
O 5.413 0.978 -2.070
H 2.286 -1.454 -3.133
H 2.132 -1.856 -1.433
H 3.636 -2.226 -2.293
H 4.296 0.550 0.127
H 3.301 -0.908 0.277
H 4.917 -0.995 -0.451
H 1.317 0.411 -1.562
H 2.410 1.421 -0.663
H 2.527 2.949 -2.156
H 0.745 3.299 -3.688
H 0.175 2.632 -2.180
H 0.150 0.531 -6.038
H -0.051 -0.919 -4.073
H 2.531 1.958 -4.841
H 3.704 2.909 -3.972
H 4.100 -1.254 -4.741
H 2.493 -0.496 -4.681
H 3.626 -0.024 -5.926
H 5.865 2.115 -4.140
H 5.216 1.574 -5.699
H 6.162 0.462 -4.692
C 0.670 0.399 1.803
C -0.298 -0.452 2.616
C -0.451 0.008 4.064
C 0.838 -0.031 4.889
C 1.520 -1.398 4.945
C 0.652 -2.486 5.567
H 1.685 0.359 2.206
H 0.716 0.057 0.768
H 0.356 1.446 1.794
H 0.019 -1.498 2.587
H -1.281 -0.421 2.138
H -1.217 -0.602 4.551
H -0.836 1.033 4.070
H 0.606 0.292 5.909
H 1.546 0.703 4.495
H 2.444 -1.301 5.520
H 1.823 -1.703 3.939
H 0.351 -2.211 6.580
H 1.188 -3.434 5.623
H -0.257 -2.658 4.987
C -7.627 -1.205 2.923
C -7.141 -0.516 1.653
C -5.932 -1.197 1.013
C -4.686 -1.256 1.899
C -4.191 0.100 2.401
C -3.788 1.054 1.282
H -6.863 -1.197 3.703
H -8.511 -0.710 3.327
H -7.887 -2.247 2.725
H -6.906 0.529 1.872
H -7.953 -0.493 0.922
H -5.691 -0.686 0.077
H -6.207 -2.220 0.735
H -3.881 -1.737 1.333
H -4.877 -1.905 2.759
H -3.331 -0.067 3.056
H -4.956 0.570 3.026
H -3.010 0.613 0.654
H -3.401 1.992 1.683
H -4.631 1.299 0.634


Molecular formula: C5H8N2
Method: DFT, wB97M-V/def2-TZVPD

Its HOMO-LUMO gap is 9.3 eV. For the lowest unoccupied orbital energy, the calculation gives 0.63 eV. The calculation puts the energy at -304.7289 Eh.

Geometry (Å):
C -1.366 -0.489 1.240
C -0.475 -0.649 0.038
C 1.094 -0.332 -2.388
N 1.268 0.393 -1.312
C 0.745 0.266 0.059
C 0.488 1.638 0.553
N 0.323 2.718 0.930
H -1.748 0.532 1.268
H -2.200 -1.190 1.163
H -0.809 -0.682 2.157
H -0.103 -1.677 -0.015
H -1.050 -0.433 -0.868
H 0.461 -1.205 -2.126
H 1.816 1.236 -1.382
H 1.558 -0.126 0.682


Molecular formula: C3H3BrO
Method: DFT, wB97M-V/def2-TZVPD

Its HOMO-LUMO gap (alpha / beta) is 7.1 / 7.1 eV. For the lowest unoccupied orbital energy (alpha / beta), the calculation gives -1.93 / -1.93 eV. The calculation puts the energy at -2765.1287 Eh.

Geometry (Å):
C 0.201 -0.254 -0.043
C -1.029 0.218 0.074
C -2.289 -0.402 -0.075
O -2.224 -2.238 -0.239
Br -3.843 0.271 0.155
H 1.048 0.291 0.200
H 0.314 -1.224 -0.333
H -1.192 1.195 0.475


Molecular formula: C6H13NO4S
Method: DFT, wB97M-V/def2-TZVPD

Its HOMO-LUMO gap is 10.9 eV. The structure (SMILES) is CC(C)[C@@]1(S(C)(=O)=O)OC1=O.N. For the lowest unoccupied orbital energy, the calculation gives 0.49 eV. The calculation puts the energy at -990.2041 Eh.

Geometry (Å):
C 0.735 1.936 -0.349
C 0.905 0.470 0.087
C 2.378 -0.029 -0.283
C -0.219 -0.316 -0.495
S -1.991 0.109 0.259
C -2.782 1.495 -0.614
O -2.839 -1.061 0.167
O -1.757 0.564 1.592
O -0.451 -0.496 -1.928
C -0.322 -1.568 -1.205
O -0.191 -2.719 -1.331
H 1.031 2.025 -1.415
H -0.257 2.226 -0.104
H 1.407 2.570 0.253
H 0.748 0.425 1.160
H 2.495 -0.615 -1.116
H 2.991 0.773 -0.386
H 2.697 -0.584 0.577
H -3.637 1.048 -1.138
H -3.056 2.174 0.064
H -1.914 1.846 -1.270
N 1.234 -2.384 1.749
H 1.441 -3.407 1.832
H 0.814 -2.294 2.719
H 0.539 -2.190 1.174


Molecular formula: C28H25GeNO5V
Method: DFT, wB97M-V/def2-TZVPD

Its net charge is +2. As for the multiplicity: 2. Its HOMO-LUMO gap (alpha / beta) is 7.9 / 7.6 eV. For the lowest unoccupied orbital energy (alpha / beta), the calculation gives -7.50 / -7.74 eV. The calculation puts the energy at -4533.1706 Eh. Its expectation value of S² is 0.79.

Geometry (Å):
V 0.106 0.592 -2.118
O 0.139 0.730 -0.146
C 1.158 1.164 0.501
C 2.454 1.287 -0.005
C 3.459 1.765 0.877
C 4.743 1.821 0.435
C 5.101 1.418 -0.860
C 4.148 0.944 -1.732
C 2.813 0.882 -1.327
O 1.896 0.402 -2.148
N 5.798 2.311 1.355
O 6.919 2.368 0.910
O 5.438 2.643 2.463
H 0.982 1.436 1.542
H 3.220 2.077 1.885
H 6.141 1.486 -1.152
H 4.408 0.630 -2.733
C -1.212 -1.703 -4.289
C -0.765 -0.541 -3.507
O -0.823 0.635 -3.859
H -1.800 -1.395 -5.153
H -1.752 -2.399 -3.651
H -0.309 -2.226 -4.621
C -5.147 1.706 -0.501
C -4.886 1.684 0.862
C -3.800 0.975 1.351
C -2.976 0.271 0.468
C -3.265 0.279 -0.902
C -4.339 1.003 -1.388
Ge -1.436 -0.662 1.055
C -0.611 -0.337 2.727
C 0.231 -1.309 3.281
C 0.882 -1.057 4.479
C 0.706 0.162 5.119
C -0.125 1.135 4.575
C -0.787 0.890 3.384
C -0.889 -2.159 0.002
C 0.458 -2.520 -0.122
C 0.812 -3.658 -0.828
C -0.176 -4.462 -1.385
C -1.515 -4.125 -1.251
C -1.875 -2.969 -0.573
H -5.994 2.265 -0.876
H -5.531 2.220 1.545
H -3.614 0.956 2.416
H -2.667 -0.316 -1.591
H -4.561 1.011 -2.447
H 0.364 -2.267 2.791
H 1.521 -1.812 4.916
H 1.215 0.354 6.054
H -0.261 2.079 5.086
H -1.430 1.654 2.965
H 1.235 -1.927 0.351
H 1.854 -3.936 -0.921
H 0.102 -5.365 -1.913
H -2.281 -4.767 -1.668
H -2.924 -2.716 -0.471
C -0.108 2.581 -2.303
H -1.149 2.850 -2.101
H 0.165 2.918 -3.301
H 0.541 3.043 -1.553